Record 1
DFT (the ωB97M-V functional and the def2-TZVPD basis) results for C5H12N2 in the gas phase at a distorted geometry.

Summary:
Energy above the lowest of the compared OMol25 structures with the same formula, charge and spin = 40.62 kcal/mol
Gap between HOMO and LUMO = 9.25 eV
SMILES = C[C@@H](N)C/C=C/N
Highest occupied orbital energy = -8.1 eV

The geometry in XYZ format:
```
19
Properties=species:S:1:pos:R:3:forces:R:3:lowdin_charge:R:1
C -1.3464 -1.2256 -0.8540 0.47 0.51 -0.36 -0.079
C -0.8011 0.1809 -0.7946 1.16 0.33 -0.55 -0.491
C -0.4823 0.7285 0.6291 -0.68 1.24 -0.20 -0.208
C 0.5960 -0.0355 1.3485 0.00 -0.52 -1.83 -0.136
C 1.8708 0.4207 1.2500 -0.11 -0.94 0.79 -0.227
N 2.9067 -0.4810 1.0553 -0.50 0.30 0.34 0.041
N -1.6911 1.0725 -1.5567 0.27 0.24 0.41 0.023
H -0.6078 -1.9145 -0.4633 -0.24 -0.40 0.30 0.063
H -2.3064 -1.2286 -0.3569 -0.20 -0.45 0.39 0.080
H -1.5031 -1.4670 -1.9036 -0.07 -0.21 -0.10 0.075
H 0.1963 0.2185 -1.3145 -0.67 -0.31 0.32 0.133
H -1.4869 0.8149 1.1636 1.30 0.26 -0.38 0.125
H 0.0460 1.6953 0.3536 -1.38 -0.36 0.80 0.120
H 0.4306 -1.1329 1.3393 0.40 0.60 0.34 0.098
H 2.1578 1.4632 1.3766 -0.29 0.05 -0.32 0.110
H 2.7038 -1.1467 0.3356 0.54 -0.35 0.21 0.080
H 3.8343 -0.3306 1.3998 0.10 0.00 -0.29 0.077
H -2.4284 0.5680 -2.0303 -0.02 0.06 0.17 0.056
H -2.0885 1.7999 -0.9776 -0.10 -0.04 -0.04 0.058
```
Forces are in eV/Å.



Record 2
DFT (the ωB97M-V functional and the def2-TZVPD basis) results for C3H10N2 in the gas phase at a distorted geometry.

Summary:
Energy above the lowest of the compared OMol25 structures with the same formula, charge and spin = 34.32 kcal/mol
Gap between HOMO and LUMO = 9.65 eV
SMILES = C[C@@H](N)CN
Highest occupied orbital energy = -8.5 eV

The geometry in XYZ format:
```
15
Properties=species:S:1:pos:R:3:forces:R:3:lowdin_charge:R:1
N -1.4466 0.7320 -0.3891 -2.77 -0.84 0.12 -0.022
C -0.0716 0.5216 0.1318 -0.94 2.27 -0.19 -0.499
C 0.8861 1.1961 -0.8245 1.45 -1.03 -0.70 -0.108
C 0.4828 -0.8742 0.3642 -2.78 -0.46 -1.44 -0.275
N -0.5382 -1.6916 1.0702 1.70 3.52 3.20 -0.022
H -2.3084 0.3957 0.1890 2.71 0.53 -1.35 0.099
H -1.7443 0.7755 -1.4195 1.50 -0.40 2.25 0.094
H -0.0020 1.1121 1.0969 -0.33 -0.63 -0.78 0.141
H 1.7954 1.3510 -0.2667 0.57 0.35 0.09 0.068
H 0.6314 2.1010 -1.3208 -0.77 0.99 0.22 0.060
H 1.2163 0.5556 -1.6767 -0.48 -0.08 0.58 0.083
H 0.4376 -1.2392 -0.7128 1.26 -0.19 1.36 0.131
H 1.4072 -0.7942 0.9587 0.14 -0.30 -1.01 0.115
H -0.5320 -2.5825 0.6895 0.16 -2.22 0.15 0.017
H -0.2136 -1.5590 2.1100 -1.41 -1.52 -2.50 0.118
```
Forces are in eV/Å.